1.
# C23H41N2P3SSc

C23H41N2P3SSc as an isolated structure in a non-equilibrium geometry (the ωB97M-V functional and the def2-TZVPD basis, OMol25).

```
71
Properties=species:S:1:pos:R:3
Sc -0.412 -1.301 0.478
P 1.201 3.768 0.271
P 1.401 -0.659 -1.935
P 0.318 -1.614 2.859
H -2.578 -3.692 -0.114
C -1.817 -2.883 -0.057
C -2.421 -1.660 0.612
H -3.051 -1.078 -0.094
C 2.042 2.321 0.964
C 2.368 4.934 -0.454
C 0.398 4.544 1.699
C 0.879 -0.947 -3.676
C 2.179 0.993 -2.146
C 2.822 -1.810 -1.881
C -0.729 -2.684 3.897
C 0.565 -0.160 3.942
C 1.956 -2.399 3.036
H -1.022 -3.383 0.580
H -2.874 -1.893 1.596
H 3.011 2.631 1.386
H 2.232 1.547 0.210
H 1.454 1.862 1.772
H 2.882 5.502 0.332
H 1.778 5.595 -1.107
H 3.098 4.396 -1.071
H 0.888 5.506 1.921
H 0.476 3.906 2.592
H -0.667 4.697 1.482
H 1.623 -0.550 -4.380
H -0.073 -0.424 -3.851
H 0.716 -2.016 -3.855
H 3.120 1.050 -1.584
H 1.501 1.781 -1.789
H 2.388 1.198 -3.203
H 3.527 -1.547 -2.683
H 2.465 -2.840 -2.030
H 3.310 -1.748 -0.899
H -0.649 -2.372 4.946
H -0.407 -3.724 3.786
H -1.774 -2.614 3.578
H 1.248 -0.454 4.750
H -0.390 0.173 4.362
H 1.005 0.674 3.381
H 1.823 -3.419 3.415
H 2.565 -1.802 3.724
H 2.458 -2.435 2.062
C -1.960 -1.763 -2.542
C -1.226 -2.710 -1.507
C -0.878 -4.099 -2.078
C -1.151 -4.440 -3.373
C -1.910 -3.577 -4.222
C -2.331 -2.331 -3.776
S -2.047 -0.046 -2.537
H 0.287 3.523 -0.831
H -0.172 -2.235 -1.379
H -0.314 -4.782 -1.403
H -0.819 -5.403 -3.780
H -2.213 -3.902 -5.212
H -2.940 -1.693 -4.430
N -2.886 3.584 4.025
C -2.649 3.089 2.991
C -2.283 2.517 1.713
C -2.530 3.210 0.529
C -2.008 2.724 -0.654
C -1.146 1.632 -0.604
N -1.003 0.882 0.509
C -1.569 1.327 1.656
H -3.051 4.159 0.573
H -2.176 3.218 -1.607
H -0.457 1.424 -1.427
H -1.401 0.721 2.545
```

Computed properties:
Total charge ... +3
DFT total energy ... -86870.2706 eV
ΔE to the lowest compared entry with this formula, charge and spin ... 57.7 kcal/mol
HOMO-LUMO gap (spin up / spin down) ... 6.770 / 6.769 eV
HOMO level (spin up / spin down) ... -16.32 / -16.32 eV

---

2.
# C23H41N4O4S2SiZr

C23H41N4O4S2SiZr as an isolated structure in a non-equilibrium geometry (the ωB97M-V functional and the def2-TZVPD basis, OMol25).

```
76
Properties=species:S:1:pos:R:3
Zr -6.923 -4.730 15.581
C -10.981 -2.538 19.285
C -9.781 -2.947 18.418
S -10.032 -4.377 17.351
O -8.698 -4.336 16.515
C -11.148 -3.793 16.070
C -10.862 -2.357 15.546
H -11.019 -1.501 19.530
H -10.964 -3.037 20.266
H -11.907 -2.774 18.766
H -8.909 -3.322 18.942
H -9.446 -2.240 17.673
H -12.101 -3.872 16.527
H -11.065 -4.486 15.301
H -11.157 -1.548 16.206
H -11.510 -2.269 14.646
H -9.858 -2.289 15.234
C -6.553 -0.756 15.270
Si -6.561 -1.800 13.648
C -5.097 -1.456 12.552
C -8.082 -1.269 12.740
N -6.584 -3.454 14.167
C -6.151 -4.463 13.205
C -7.122 -5.158 12.509
C -6.771 -6.098 11.571
C -5.446 -6.318 11.293
C -4.415 -5.615 11.944
C -4.780 -4.712 12.947
H -6.494 0.296 14.992
H -5.705 -0.854 15.944
H -7.447 -0.875 15.884
H -5.095 -0.367 12.427
H -5.168 -1.963 11.556
H -4.119 -1.756 12.925
H -8.037 -0.191 12.811
H -8.982 -1.620 13.260
H -8.077 -1.577 11.711
H -8.105 -4.823 12.645
H -7.495 -6.684 11.040
H -5.163 -7.057 10.554
H -3.386 -5.815 11.686
H -4.064 -4.089 13.429
N -3.387 -3.247 18.681
C -4.687 -3.280 19.275
C -5.589 -4.139 18.413
N -5.600 -3.593 16.998
C -4.238 -3.440 16.466
C -3.392 -2.602 17.374
H -2.474 -4.784 18.290
H -2.681 -2.743 19.256
H -5.133 -2.250 19.333
H -4.550 -3.756 20.271
H -6.650 -4.132 18.669
H -5.207 -5.172 18.440
H -6.100 -2.692 17.145
H -4.252 -2.876 15.562
H -3.797 -4.431 16.405
H -3.862 -1.593 17.452
H -2.371 -2.524 16.962
N -7.531 -6.949 15.294
C -6.331 -7.220 16.006
C -5.149 -7.116 15.213
C -3.936 -7.080 15.888
C -3.961 -7.223 17.267
C -5.126 -7.330 17.996
C -6.374 -7.230 17.373
S -2.471 -6.901 18.327
O -1.469 -7.888 18.181
O -3.017 -6.638 19.618
O -2.038 -5.531 17.724
H -7.415 -7.205 14.316
H -8.360 -7.434 15.648
H -5.128 -7.041 14.154
H -3.036 -6.962 15.301
H -5.105 -7.474 19.063
H -7.324 -7.297 17.931
```

Computed properties:
Total charge ... +3
DFT total energy ... -69472.0803 eV
ΔE to the lowest compared entry with this formula, charge and spin ... 0.0 kcal/mol
HOMO-LUMO gap ... 8.278 eV
HOMO level ... -18.05 eV

---

3.
# C23H42BrCl3GdGeN5O5S

C23H42BrCl3GdGeN5O5S as an isolated structure in a non-equilibrium geometry (the ωB97M-V functional and the def2-TZVPD basis, OMol25).

```
82
Properties=species:S:1:pos:R:3
Gd -0.562 -0.080 0.248
N 1.557 -2.024 -0.687
N 2.188 -2.626 0.406
C 1.782 -2.305 1.657
N 2.524 -2.689 2.692
N 0.637 -1.632 1.691
N 0.204 -1.042 2.829
O -0.656 -0.184 2.588
O 0.589 -1.307 3.948
H 1.260 -2.722 -1.356
H 2.155 -1.324 -1.116
H 3.080 -3.080 0.284
H 3.452 -3.049 2.552
H 2.210 -2.433 3.616
C 0.619 2.800 -7.233
C 0.447 1.278 -7.187
C 1.785 0.608 -7.520
C -0.568 0.878 -8.258
C 0.002 0.857 -5.788
C 0.809 1.145 -4.689
C 0.400 0.765 -3.434
Br 1.517 1.188 -1.961
C -0.806 0.081 -3.142
O -1.073 -0.242 -1.897
C -1.624 -0.205 -4.260
C -1.184 0.196 -5.525
C -2.998 -0.899 -4.224
C -2.973 -2.120 -5.155
C -4.060 0.090 -4.723
C -3.441 -1.395 -2.853
H 0.922 3.119 -8.232
H 1.380 3.139 -6.530
H -0.315 3.302 -6.981
H 2.120 0.898 -8.518
H 1.690 -0.478 -7.492
H 2.563 0.895 -6.812
H -0.209 1.195 -9.239
H -1.538 1.350 -8.092
H -0.715 -0.202 -8.292
H 1.749 1.666 -4.806
H -1.832 -0.029 -6.359
H -2.828 -1.845 -6.199
H -3.921 -2.659 -5.084
H -2.172 -2.805 -4.873
H -3.840 0.453 -5.727
H -4.124 0.955 -4.060
H -5.039 -0.393 -4.744
H -2.764 -2.150 -2.461
H -4.433 -1.843 -2.955
H -3.496 -0.593 -2.123
Cl 2.940 3.728 1.249
C 1.756 2.899 2.282
Cl 0.606 4.065 2.926
Cl 2.585 2.089 3.619
C 1.059 1.849 1.376
O -0.046 2.145 0.874
O 1.670 0.781 1.180
C -2.634 3.183 -0.561
S -3.142 1.640 0.208
C -3.131 2.166 1.931
H -3.329 3.977 -0.294
H -2.664 3.034 -1.640
H -1.620 3.444 -0.256
H -2.194 2.670 2.155
H -3.216 1.272 2.551
H -3.976 2.821 2.135
C -4.641 -1.029 2.328
Ge -3.332 -2.447 1.966
C -4.361 -4.042 1.464
C -2.427 -2.879 3.654
C -2.121 -1.973 0.539
H -5.609 -1.478 2.553
H -4.768 -0.374 1.464
H -4.351 -0.420 3.184
H -5.047 -4.339 2.255
H -3.699 -4.879 1.245
H -4.943 -3.831 0.567
H -3.168 -3.162 4.403
H -1.872 -2.031 4.051
H -1.742 -3.720 3.530
H -2.728 -1.843 -0.360
H -1.439 -2.816 0.350
```

Computed properties:
Total charge ... 0
2S+1 ... 8
DFT total energy ... -238015.8717 eV
ΔE to the lowest compared entry with this formula, charge and spin ... 0.0 kcal/mol
HOMO-LUMO gap (spin up / spin down) ... 6.780 / 6.816 eV
HOMO level (spin up / spin down) ... -7.41 / -7.44 eV

---

4.
# C23H42N3OP2Pb

C23H42N3OP2Pb as an isolated structure in a non-equilibrium geometry (the ωB97M-V functional and the def2-TZVPD basis, OMol25).

```
72
Properties=species:S:1:pos:R:3
Pb -0.258 -0.399 -0.145
P -0.687 0.946 -2.049
P -0.232 -1.802 1.791
N -2.373 -0.133 0.231
C -2.206 1.713 -1.378
H -2.078 2.807 -1.432
H -3.034 1.461 -2.069
C -2.583 1.316 0.042
H -1.965 1.840 0.783
H -3.638 1.513 0.266
C -2.819 -0.791 1.485
H -3.208 -1.772 1.200
H -3.637 -0.186 1.876
C -1.677 -0.941 2.494
H -2.029 -1.511 3.372
H -1.345 0.047 2.854
C 1.175 -1.752 2.899
C 2.195 -0.638 2.699
H 1.842 0.341 3.047
H 2.475 -0.538 1.635
H 3.120 -0.865 3.240
C -0.725 -3.526 1.459
C 0.370 -4.307 0.700
H -0.093 -4.929 -0.073
H 0.932 -4.968 1.366
H 1.072 -3.617 0.208
C -1.135 0.145 -3.613
C 0.115 -0.086 -4.474
H -0.076 -0.823 -5.272
H 0.943 -0.447 -3.866
H 0.407 0.849 -4.970
C 0.490 2.307 -2.303
C 1.926 1.877 -2.617
H 2.601 2.736 -2.468
H 2.047 1.532 -3.648
H 2.262 1.074 -1.954
C 1.522 -1.161 -0.928
C -1.101 -4.226 2.799
H -0.829 -3.627 3.666
H -2.179 -4.430 2.846
H -0.586 -5.190 2.872
C -2.127 1.099 -4.302
H -1.857 1.220 -5.358
H -3.138 0.709 -4.242
H -2.121 2.095 -3.847
C -0.082 3.266 -3.360
H 0.593 4.127 -3.471
H -0.161 2.788 -4.340
H -1.063 3.657 -3.080
C 1.846 -3.123 2.902
H 2.236 -3.395 1.912
H 2.699 -3.130 3.589
H 1.150 -3.893 3.221
H 0.677 -1.590 3.874
H 0.497 2.812 -1.328
H -1.606 -3.470 0.821
H -1.632 -0.826 -3.421
O 2.516 -1.682 -1.426
H -2.719 -0.655 -0.576
H -0.746 -1.923 -1.093
N 0.091 4.717 4.138
C 0.540 4.009 3.316
C 1.118 3.140 2.295
C 2.446 3.355 1.946
C 3.006 2.484 1.036
C 2.230 1.484 0.504
N 0.952 1.331 0.815
C 0.402 2.126 1.746
H 3.040 4.144 2.385
H 4.057 2.574 0.764
H 2.795 0.758 -0.136
H -0.642 1.956 2.146
```

Computed properties:
Total charge ... +1
DFT total energy ... -54860.2001 eV
ΔE to the lowest compared entry with this formula, charge and spin ... 80.1 kcal/mol
HOMO-LUMO gap (spin up / spin down) ... 5.486 / 4.573 eV
HOMO level (spin up / spin down) ... -8.42 / -7.53 eV

---

5.
# C23H42O18

A 8-piece molecular cluster, C23H42O18 overall in a non-equilibrium geometry (the ωB97M-V functional and the def2-TZVPD basis, OMol25).

```
83
Properties=species:S:1:pos:R:3
C -0.982 -0.442 -2.345
C -0.024 -0.388 -1.107
C 1.145 -1.346 -1.254
O 2.135 -0.326 -1.571
C 1.709 0.954 -1.416
O 2.318 2.044 -1.564
O 0.469 0.922 -0.986
H -1.544 -1.361 -2.181
H -0.537 -0.409 -3.339
H -1.648 0.421 -2.318
H -0.628 -0.674 -0.246
H 0.965 -2.044 -2.071
H 1.307 -1.647 -0.219
C -3.566 3.164 -2.170
C -5.003 2.803 -1.947
C -5.810 3.533 -0.824
O -6.852 4.121 -1.599
C -6.915 3.733 -2.829
O -7.862 3.983 -3.547
O -5.687 3.106 -3.118
H -3.037 2.936 -1.244
H -3.392 4.240 -2.201
H -3.069 2.679 -3.010
H -5.081 1.728 -1.782
H -5.247 4.282 -0.269
H -6.004 2.820 -0.023
C -1.598 -7.383 1.513
C -1.766 -6.299 0.446
C -2.355 -4.956 0.821
O -1.506 -4.002 0.130
C -0.604 -4.602 -0.495
O 0.156 -4.169 -1.308
O -0.510 -5.893 -0.019
H -2.523 -7.957 1.478
H -1.364 -7.035 2.519
H -0.760 -8.053 1.317
H -2.290 -6.542 -0.479
H -2.427 -4.683 1.874
H -3.379 -5.026 0.455
C -4.732 1.578 3.719
C -3.575 1.484 2.715
C -2.630 0.293 2.901
O -2.874 -0.455 1.736
C -3.469 0.279 0.853
O -3.714 -0.189 -0.303
O -4.058 1.293 1.391
H -5.187 0.615 3.953
H -5.523 2.178 3.270
H -4.508 2.067 4.667
H -3.017 2.420 2.690
H -2.879 -0.247 3.814
H -1.589 0.598 3.006
C 2.987 1.157 1.927
C 4.318 0.497 2.504
C 5.091 1.312 3.489
O 5.030 0.705 4.659
C 4.466 -0.423 4.592
O 4.323 -1.203 5.517
O 3.970 -0.568 3.352
H 2.431 1.522 2.791
H 2.418 0.414 1.368
H 3.241 1.918 1.189
H 4.940 0.221 1.653
H 4.780 2.355 3.438
H 6.137 1.310 3.181
C 4.820 1.112 -3.108
O 5.264 -0.140 -2.708
H 3.788 1.136 -3.456
H 4.920 1.873 -2.334
H 5.563 1.438 -3.836
H 4.494 -0.706 -2.619
C 4.115 5.872 -0.482
O 4.420 4.441 -0.449
H 3.086 5.962 -0.831
H 4.133 6.323 0.510
H 4.772 6.376 -1.190
H 3.887 4.038 -1.139
C 4.060 -3.643 -2.240
O 3.600 -2.837 -3.207
H 5.146 -3.615 -2.334
H 3.717 -3.178 -1.316
H 3.669 -4.653 -2.362
H 3.934 -3.166 -4.045
```

Computed properties:
Total charge ... 0
DFT total energy ... -61383.5582 eV
ΔE to the lowest compared entry with this formula, charge and spin ... 62.2 kcal/mol
HOMO-LUMO gap ... 9.266 eV
HOMO level ... -9.35 eV

---

6.
# C23H42O21

A 7-piece molecular cluster, C23H42O21 overall in a non-equilibrium geometry (the ωB97M-V functional and the def2-TZVPD basis, OMol25).

```
86
Properties=species:S:1:pos:R:3
C -0.392 0.943 -0.266
C 1.037 1.399 -0.696
C 1.124 2.933 -0.955
O 1.845 3.346 0.122
C 2.485 2.422 0.743
O 3.206 2.682 1.713
O 2.031 1.263 0.301
H -0.420 -0.165 -0.143
H -1.077 1.073 -1.179
H -0.897 1.298 0.607
H 1.315 0.777 -1.545
H 0.200 3.487 -0.833
H 1.487 3.218 -1.941
C -0.608 -2.131 -5.362
C -0.074 -1.202 -4.259
C 0.998 -0.257 -4.842
O 0.665 0.978 -4.307
C -0.624 0.851 -3.922
O -1.217 1.890 -3.616
O -1.040 -0.401 -3.723
H -1.311 -2.918 -5.159
H 0.254 -2.659 -5.885
H -1.232 -1.591 -6.102
H 0.358 -1.675 -3.379
H 1.024 -0.130 -5.939
H 2.022 -0.416 -4.563
C -2.567 4.296 -2.107
O -2.290 3.921 -0.756
C -2.918 2.959 -0.128
O -3.673 1.940 -0.840
O -2.921 3.055 1.192
C -3.531 2.113 2.083
H -1.789 4.820 -2.561
H -3.386 5.068 -2.149
H -2.790 3.557 -2.882
H -3.903 2.513 3.023
H -3.051 1.162 2.224
H -4.489 1.907 1.617
C -4.562 -1.286 -0.741
O -3.282 -1.774 -1.001
C -2.455 -1.788 -0.001
O -2.662 -1.062 1.175
O -1.386 -2.648 -0.151
C -0.521 -2.858 0.922
H -4.856 -1.079 -1.754
H -4.643 -0.373 -0.073
H -5.105 -2.146 -0.479
H 0.366 -3.376 0.626
H -0.931 -3.579 1.650
H -0.162 -1.977 1.421
C -1.557 2.147 6.280
O -0.621 3.081 5.827
C -0.282 3.099 4.491
O -0.538 1.986 3.761
O 0.233 4.240 4.099
C 0.518 4.457 2.779
H -2.503 2.499 5.973
H -1.609 2.137 7.254
H -1.435 1.150 5.946
H -0.251 4.056 2.141
H 1.556 4.094 2.552
H 0.671 5.532 2.695
C 3.040 -2.028 -0.876
O 3.093 -2.186 -2.248
C 2.553 -3.260 -2.805
O 2.086 -4.359 -2.031
O 2.546 -3.279 -4.126
C 2.073 -4.442 -4.742
H 3.397 -1.061 -0.582
H 3.587 -2.766 -0.355
H 2.018 -2.076 -0.573
H 1.142 -4.805 -4.374
H 2.667 -5.199 -4.418
H 2.161 -4.471 -5.839
C 3.112 -4.224 4.824
O 2.517 -3.020 4.676
C 2.590 -2.334 3.543
O 3.190 -2.766 2.383
O 1.957 -1.176 3.671
C 2.140 -0.107 2.722
H 2.390 -5.035 5.065
H 3.815 -4.176 5.612
H 3.627 -4.684 3.960
H 1.874 -0.457 1.734
H 3.134 0.399 2.862
H 1.431 0.624 2.929
```

Computed properties:
Total charge ... 0
DFT total energy ... -67521.0800 eV
ΔE to the lowest compared entry with this formula, charge and spin ... 46.9 kcal/mol
HOMO-LUMO gap ... 10.120 eV
HOMO level ... -9.66 eV